{"formula": "C6H14N2O3", "method": "the ωB97M-V functional and the def2-TZVPD basis", "smiles": "C[C@H](O)CN(C[C@@H](C)O)N=O", "e_tot_ha": -572.11974, "e_lumo_ev": 0.4814, "orbital_gap_ev": 9.67, "homo_energy_ev": -9.19, "de_lowest_kj_mol": 326.29, "largest_force_ev_per_a": 4.52, "symbols": ["C", "C", "O", "C", "N", "C", "C", "C", "O", "N", "O", "H", "H", "H", "H", "H", "H", "H", "H", "H", "H", "H", "H", "H", "H"], "xyz": [[-1.317, 0.311, 2.347], [-0.546, 1.416, 1.543], [-1.252, 1.786, 0.350], [0.881, 1.165, 1.126], [1.021, 0.067, 0.261], [0.735, 0.127, -1.258], [-0.469, -0.647, -1.781], [-0.661, -0.124, -3.127], [-0.064, -2.047, -1.977], [1.099, -1.143, 0.746], [1.209, -1.220, 1.992], [-1.630, -0.560, 1.704], [-0.750, -0.087, 3.200], [-2.346, 0.726, 2.671], [-0.422, 2.376, 2.167], [-2.179, 2.189, 0.674], [1.323, 2.006, 0.534], [1.551, 1.007, 2.024], [1.628, -0.084, -1.900], [0.578, 1.203, -1.448], [-1.252, -0.448, -1.038], [0.295, 0.060, -3.754], [-1.239, 0.835, -3.208], [-1.296, -0.924, -3.701], [0.017, -2.411, -0.988]], "atomic_forces_ev_per_a": [[-1.30, 0.30, -0.66], [-0.47, 1.56, 1.25], [-3.23, 1.19, 1.34], [1.67, 1.19, 0.60], [-0.41, -2.21, -2.65], [1.19, 1.49, 1.09], [2.59, -0.69, 1.19], [-1.82, 0.10, -4.14], [-0.86, -0.05, 4.00], [0.40, -0.54, 1.66], [-0.21, 0.07, -1.88], [0.76, 0.82, 0.36], [-0.26, 0.35, -0.27], [1.72, -0.35, -0.19], [-0.50, -1.36, -0.38], [3.13, -1.44, -1.23], [-0.78, -0.19, 0.80], [-0.89, 0.11, -0.95], [-0.45, -0.42, 1.03], [-0.24, -0.39, 0.31], [-0.40, -0.59, -0.57], [-1.31, -0.60, 1.28], [0.47, -0.81, 0.43], [1.18, 1.53, 0.77], [0.03, 0.94, -3.19]], "lowdin_charge": [-0.052, -0.418, -0.100, -0.167, -0.117, -0.090, -0.460, -0.095, -0.096, -0.038, -0.091, 0.082, 0.071, 0.096, 0.155, 0.169, 0.145, 0.147, 0.139, 0.118, 0.138, 0.115, 0.095, 0.121, 0.135]}

***

{"formula": "C6H14N2O3S", "method": "the ωB97M-V functional and the def2-TZVPD basis", "e_tot_ha": -970.29086, "e_lumo_ev": -0.5089, "orbital_gap_ev": 6.99, "homo_energy_ev": -7.49, "de_lowest_kj_mol": 323.35, "largest_force_ev_per_a": 6.78, "symbols": ["C", "C", "C", "C", "C", "C", "N", "N", "O", "O", "O", "S", "H", "H", "H", "H", "H", "H", "H", "H", "H", "H", "H", "H", "H", "H"], "xyz": [[1.312, -1.379, 2.085], [-0.702, -0.553, 1.077], [1.858, -1.414, 0.679], [-0.081, -0.371, -0.301], [-1.368, 2.316, -2.573], [-0.304, 1.285, -2.035], [-0.477, 0.942, -0.627], [-0.127, -1.542, 2.007], [-0.312, 3.535, 0.213], [0.532, 1.869, 1.804], [1.440, -0.339, -0.046], [0.541, 2.362, 0.337], [1.719, -2.108, 2.814], [1.492, -0.382, 2.507], [-0.371, 0.329, 1.700], [-1.748, -0.789, 1.026], [3.049, -1.359, 0.647], [1.579, -2.392, 0.239], [-0.186, -1.048, -1.141], [-1.208, 3.313, -1.981], [-1.059, 2.488, -3.562], [-2.224, 1.849, -2.480], [-0.339, 0.311, -2.564], [0.671, 1.629, -2.363], [-0.321, -2.576, 1.869], [-0.519, -1.228, 2.939]], "atomic_forces_ev_per_a": [[1.88, 0.57, 1.20], [0.00, 0.20, 0.13], [3.19, -0.82, -0.06], [1.94, 2.40, 1.23], [5.98, 2.19, 2.35], [-0.84, -0.34, -0.77], [0.20, 0.42, -0.16], [-0.83, -2.14, 1.83], [-0.14, -0.24, -0.34], [0.05, 0.39, -2.27], [-1.43, -0.05, -0.89], [0.05, -0.59, 2.62], [-0.10, 0.12, -0.71], [-0.03, -0.07, -0.21], [-1.13, 0.35, -1.38], [-0.58, 0.48, -0.05], [-2.47, -0.37, 0.47], [0.06, 0.06, -0.21], [-0.47, -0.66, 0.18], [-0.80, -2.00, -0.97], [-0.10, 0.35, -1.59], [-4.75, -1.55, 0.38], [-0.55, 0.42, -0.26], [0.68, 0.41, 0.67], [-0.16, 1.51, -0.03], [0.34, -1.02, -1.16]], "lowdin_charge": [-0.146, -0.087, -0.257, -0.312, -0.059, -0.313, -0.207, 0.013, -0.479, -0.551, -0.137, 0.822, 0.144, 0.134, 0.096, 0.135, 0.178, 0.124, 0.142, 0.100, 0.045, 0.003, 0.104, 0.093, 0.205, 0.208]}

***

{"formula": "C6H14N2OS3", "method": "the ωB97M-V functional and the def2-TZVPD basis", "e_tot_ha": -1616.27933, "e_lumo_ev": [-0.7810, -0.9241], "orbital_gap_ev": [7.67, 6.41], "homo_energy_ev": [-8.45, -7.34], "de_lowest_kj_mol": 0.00, "largest_force_ev_per_a": 0.83, "symbols": ["C", "C", "C", "C", "C", "C", "N", "N", "O", "S", "S", "S", "H", "H", "H", "H", "H", "H", "H", "H", "H", "H", "H", "H", "H", "H"], "xyz": [[0.750, 0.320, -1.014], [-2.249, 1.305, -0.957], [-1.344, -1.475, 2.002], [2.445, 1.417, 1.398], [-1.491, 0.684, 0.212], [-0.010, 0.798, 0.113], [0.083, -0.485, -1.896], [2.881, -1.739, -0.492], [1.919, 0.655, -1.249], [-2.024, -1.094, 0.376], [0.662, 1.701, 1.410], [1.782, -1.909, 0.747], [-3.309, 1.087, -0.859], [-2.106, 2.384, -0.950], [-1.897, 0.912, -1.906], [-0.263, -1.377, 1.972], [-1.607, -2.504, 2.218], [-1.773, -0.807, 2.742], [2.878, 1.831, 0.494], [2.616, 0.343, 1.444], [2.832, 1.908, 2.283], [-1.818, 1.151, 1.146], [-0.708, -1.026, -1.582], [0.642, -0.865, -2.644], [2.700, -2.373, -1.268], [2.979, -0.765, -0.818]], "atomic_forces_ev_per_a": [[0.03, 0.09, -0.57], [-0.08, -0.07, 0.12], [0.04, 0.18, -0.35], [-0.13, 0.06, -0.26], [-0.36, -0.52, 0.12], [0.31, 0.26, 0.64], [0.19, -0.08, -0.28], [-0.79, -0.07, 0.04], [-0.10, 0.28, -0.09], [-0.25, 0.34, 0.07], [0.08, -0.13, -0.09], [0.63, -0.40, -0.37], [-0.12, 0.06, -0.01], [0.03, 0.08, -0.03], [-0.03, 0.05, -0.09], [-0.03, 0.05, 0.21], [-0.04, -0.11, 0.08], [-0.01, -0.02, 0.13], [0.07, 0.02, 0.09], [0.07, 0.13, 0.05], [-0.01, 0.08, 0.16], [0.02, 0.01, -0.10], [0.08, -0.09, 0.08], [-0.01, 0.06, 0.08], [0.30, 0.07, 0.24], [0.13, -0.33, 0.16]], "lowdin_charge": [-0.630, -0.112, -0.407, -0.369, -0.660, -0.536, 0.146, -0.399, -0.050, 0.852, 0.978, 0.653, 0.071, 0.088, 0.064, -0.064, 0.036, 0.041, 0.037, -0.034, 0.035, 0.084, 0.027, 0.113, 0.027, 0.008]}

***

{"formula": "C6H14N2S", "method": "the ωB97M-V functional and the def2-TZVPD basis", "e_tot_ha": -744.56301, "e_lumo_ev": 0.3740, "orbital_gap_ev": 8.26, "homo_energy_ev": -7.89, "de_lowest_kj_mol": 238.38, "largest_force_ev_per_a": 3.99, "symbols": ["C", "C", "C", "C", "C", "C", "N", "N", "S", "H", "H", "H", "H", "H", "H", "H", "H", "H", "H", "H", "H", "H", "H"], "xyz": [[-1.676, -1.347, 2.884], [-0.264, -0.811, -0.412], [0.021, 1.568, -0.976], [1.007, -0.257, -2.499], [2.023, 0.360, -0.194], [0.700, 0.246, -0.967], [-2.152, -0.463, 2.042], [-1.618, 0.673, 1.668], [0.142, -2.068, 0.540], [-0.762, -1.257, 3.321], [-2.338, -2.160, 3.106], [-1.241, -0.864, -0.974], [-0.747, 1.701, -1.682], [0.723, 2.402, -1.259], [-0.475, 1.849, -0.028], [0.118, -0.254, -3.061], [1.871, 0.327, -2.918], [1.353, -1.222, -2.206], [2.047, 0.114, 0.852], [2.300, 1.342, -0.287], [2.741, -0.190, -0.781], [-2.969, -0.691, 1.552], [-0.806, 1.002, 2.280]], "atomic_forces_ev_per_a": [[-3.06, -0.44, -1.42], [0.09, -0.52, -1.01], [0.38, 2.65, 0.69], [1.63, 1.34, 3.22], [-0.73, -1.68, -1.11], [-0.40, -0.78, -0.33], [3.28, 1.13, 1.98], [0.15, 0.73, -0.12], [-0.21, 0.33, -0.26], [2.23, 0.61, 1.12], [0.05, -0.37, 0.02], [0.84, 0.31, 0.73], [-1.24, -0.42, -1.19], [-0.34, -0.82, 0.40], [0.59, -0.29, -0.25], [-0.89, -0.04, -0.94], [-1.12, -0.39, 0.23], [0.31, -1.14, -0.88], [-0.29, -0.50, 0.29], [0.89, 2.54, -0.09], [0.60, -0.56, 0.43], [-1.43, -0.27, -0.77], [-1.33, -1.41, -0.72]], "lowdin_charge": [-0.045, -0.615, -0.107, -0.013, -0.071, -0.632, -0.219, 0.009, 0.689, 0.030, 0.068, 0.083, 0.059, 0.102, 0.062, 0.056, 0.102, 0.053, 0.064, 0.040, 0.076, 0.129, 0.083]}

***

{"formula": "C6H14N2Si", "method": "the ωB97M-V functional and the def2-TZVPD basis", "e_tot_ha": -635.90336, "e_lumo_ev": 0.8160, "orbital_gap_ev": 9.06, "homo_energy_ev": -8.24, "de_lowest_kj_mol": 492.48, "largest_force_ev_per_a": 4.10, "symbols": ["C", "C", "C", "C", "C", "C", "N", "N", "Si", "H", "H", "H", "H", "H", "H", "H", "H", "H", "H", "H", "H", "H", "H"], "xyz": [[0.792, -1.359, 2.249], [2.055, -1.300, 2.657], [-0.447, -1.640, -0.460], [-1.115, 1.450, 0.611], [-1.043, 0.870, -2.366], [1.524, 0.443, -0.555], [-0.117, -3.182, -2.234], [-0.309, -2.443, -1.398], [-0.320, 0.322, -0.711], [0.290, -2.290, 2.204], [0.361, -0.426, 1.888], [2.527, -0.319, 3.050], [2.458, -2.112, 3.220], [-1.041, -2.127, 0.245], [-1.084, 2.411, 0.136], [-2.143, 1.239, 0.912], [-0.620, 1.570, 1.519], [-2.104, 0.590, -2.342], [-1.184, 2.016, -2.558], [-0.665, 0.252, -3.217], [1.932, -0.576, -0.420], [1.998, 0.957, -1.368], [1.829, 0.968, 0.441]], "atomic_forces_ev_per_a": [[1.35, 1.32, -0.30], [-0.09, 1.96, 2.65], [-1.12, 3.77, 1.17], [-0.97, -1.18, -1.25], [-1.00, 0.71, -0.45], [0.92, 0.47, 2.20], [-0.06, 0.14, 0.06], [1.06, -2.18, -3.31], [0.04, -0.81, 0.55], [-0.60, -0.56, -0.20], [-0.42, -0.52, 0.15], [-0.65, -1.36, -1.60], [0.54, -0.92, -0.31], [-0.89, -0.25, 1.69], [-0.18, 0.72, -0.36], [-0.13, -0.06, -0.44], [1.32, -0.08, 1.49], [-0.07, -0.27, 0.22], [1.09, -2.07, 0.19], [0.07, 1.00, 0.40], [-0.10, 0.54, -0.39], [0.43, 0.26, -0.41], [-0.56, -0.64, -1.76]], "lowdin_charge": [-0.093, -0.076, -0.221, -0.174, -0.208, -0.210, 0.183, -0.246, 0.552, 0.043, 0.014, 0.084, 0.027, 0.053, 0.020, 0.037, -0.007, 0.016, 0.071, 0.034, 0.027, 0.010, 0.065]}

***

{"formula": "C6H14N3O", "method": "the ωB97M-V functional and the def2-TZVPD basis", "smiles": "C/N=C/N(C)/[N+](C)=C\\OC", "e_tot_ha": -476.21025, "e_lumo_ev": -3.2987, "orbital_gap_ev": 9.81, "charge": 1, "homo_energy_ev": -13.11, "de_lowest_kj_mol": 133.32, "largest_force_ev_per_a": 1.08, "symbols": ["C", "N", "C", "N", "C", "N", "C", "C", "O", "C", "H", "H", "H", "H", "H", "H", "H", "H", "H", "H", "H", "H", "H", "H"], "xyz": [[0.985, 2.120, 1.421], [0.564, 1.040, 0.577], [1.235, 0.534, -0.378], [0.631, -0.389, -1.162], [1.245, -1.253, -2.135], [-0.748, -0.473, -0.930], [-1.572, 0.329, -1.824], [-1.030, -0.440, 0.383], [-0.455, -1.310, 1.160], [-0.780, -1.323, 2.545], [1.227, 3.007, 0.831], [1.869, 1.840, 1.998], [0.174, 2.368, 2.104], [2.257, 0.776, -0.645], [0.974, -2.290, -1.929], [0.924, -1.001, -3.148], [2.326, -1.150, -2.078], [-2.582, -0.072, -1.830], [-1.594, 1.380, -1.521], [-1.169, 0.265, -2.832], [-1.944, 0.061, 0.699], [-0.263, -2.184, 2.965], [-1.855, -1.422, 2.702], [-0.418, -0.412, 3.027]], "atomic_forces_ev_per_a": [[0.45, 0.40, 0.11], [-0.59, -0.73, -0.53], [-0.11, 0.58, 0.60], [-0.48, -0.18, 0.05], [-0.06, -0.36, -0.39], [0.31, -0.27, 0.28], [-0.28, 0.38, -0.19], [0.67, -0.14, 0.10], [-0.15, 0.05, -0.94], [-0.08, 0.14, 0.80], [-0.05, 0.04, 0.11], [-0.07, 0.06, 0.07], [0.11, 0.05, 0.01], [0.15, 0.02, 0.04], [0.10, 0.07, 0.02], [0.03, 0.00, 0.03], [-0.03, 0.05, 0.06], [-0.01, 0.00, -0.02], [0.09, -0.04, -0.01], [-0.02, -0.09, 0.09], [0.04, -0.05, -0.01], [-0.09, 0.09, -0.07], [0.03, -0.02, -0.13], [0.02, -0.06, -0.10]], "lowdin_charge": [-0.077, 0.002, -0.120, -0.117, 0.001, -0.088, 0.010, -0.116, -0.026, -0.004, 0.090, 0.093, 0.082, 0.167, 0.105, 0.093, 0.101, 0.104, 0.104, 0.100, 0.179, 0.110, 0.107, 0.101]}

***

{"formula": "C6H14N4", "method": "the ωB97M-V functional and the def2-TZVPD basis", "e_tot_ha": -455.88677, "e_lumo_ev": 0.8209, "orbital_gap_ev": 8.46, "homo_energy_ev": -7.63, "de_lowest_kj_mol": 399.60, "largest_force_ev_per_a": 3.30, "symbols": ["C", "C", "C", "C", "N", "N", "C", "C", "N", "N", "H", "H", "H", "H", "H", "H", "H", "H", "H", "H", "H", "H", "H", "H"], "xyz": [[2.570, 0.035, -0.084], [1.271, 1.141, 1.646], [-1.092, -1.167, 1.110], [-2.360, 0.233, -0.436], [1.259, 0.198, 0.529], [-1.053, -0.328, -0.091], [0.230, 0.464, -0.392], [-0.223, -1.322, -1.388], [0.279, 1.467, -1.174], [-0.911, -1.643, -2.353], [-0.529, 1.586, -1.774], [-0.531, -1.713, -3.291], [3.263, -0.328, 0.677], [2.486, -0.687, -0.893], [2.961, 0.974, -0.497], [1.881, 0.726, 2.453], [1.680, 2.113, 1.348], [0.256, 1.298, 2.010], [-1.436, -0.597, 1.974], [-0.094, -1.547, 1.299], [-1.785, -1.990, 0.925], [-3.038, -0.570, -0.734], [-2.294, 0.909, -1.285], [-2.789, 0.752, 0.422]], "atomic_forces_ev_per_a": [[-0.03, 0.17, -0.07], [-0.02, -0.15, -0.16], [0.11, 0.26, -0.21], [0.29, 0.02, 0.10], [0.10, -0.38, -0.08], [-0.03, 0.72, -0.20], [-1.51, 1.52, 1.13], [1.75, -1.76, -2.17], [0.18, -1.06, 0.25], [-1.05, 1.45, 0.72], [-0.12, -0.08, 0.08], [0.26, -0.68, 0.47], [-0.03, -0.05, -0.08], [0.04, -0.07, 0.08], [-0.04, 0.02, 0.05], [-0.09, 0.05, -0.06], [-0.01, 0.06, -0.02], [-0.01, -0.03, 0.06], [-0.02, 0.02, 0.07], [-0.01, -0.10, -0.03], [0.05, 0.03, 0.01], [0.17, -0.12, 0.02], [0.07, 0.01, 0.06], [-0.05, 0.13, -0.03]], "lowdin_charge": [-0.085, -0.071, -0.067, -0.061, -0.226, -0.254, -0.494, -0.091, 0.198, 0.055, 0.045, 0.054, 0.084, 0.072, 0.080, 0.087, 0.086, 0.080, 0.084, 0.084, 0.094, 0.087, 0.072, 0.089]}

***

{"formula": "C6H14N4", "method": "the ωB97M-V functional and the def2-TZVPD basis", "e_tot_ha": -455.27658, "e_lumo_ev": -7.1626, "orbital_gap_ev": 8.16, "charge": 2, "homo_energy_ev": -15.33, "de_lowest_kj_mol": 504.81, "largest_force_ev_per_a": 5.14, "symbols": ["C", "C", "C", "C", "C", "C", "N", "N", "N", "N", "H", "H", "H", "H", "H", "H", "H", "H", "H", "H", "H", "H", "H", "H"], "xyz": [[1.670, -0.298, -0.592], [-1.109, -0.843, 0.726], [1.796, -0.700, 0.688], [-0.410, -1.164, 1.818], [0.429, -0.218, -1.230], [-0.782, -0.423, -0.618], [3.245, -0.633, 1.257], [-2.060, -0.046, -1.357], [0.036, -1.414, 3.012], [-2.014, 2.461, -1.801], [2.634, 0.216, -1.066], [-2.164, -1.026, 0.782], [0.418, 0.245, -2.215], [-2.083, 1.242, -1.703], [3.345, 0.042, 2.029], [3.940, -0.546, 0.479], [-2.779, -0.088, -0.751], [-2.190, -0.548, -2.235], [0.189, -2.445, 3.118], [0.563, -0.695, 3.485], [3.432, -1.534, 1.684], [-2.559, 2.738, -2.568], [-1.132, 2.890, -2.057], [-2.417, 2.786, -0.886]], "atomic_forces_ev_per_a": [[4.39, 1.13, 1.12], [0.83, -0.84, 1.06], [-0.84, -0.27, 0.41], [1.79, 1.51, -1.50], [-2.56, 0.78, 0.11], [-0.10, 0.52, -1.37], [-0.63, -0.31, -1.06], [4.70, -0.19, -2.08], [-1.40, -1.94, -1.82], [0.01, -0.06, 1.46], [-2.17, -1.29, 0.26], [-0.63, 0.02, 0.93], [-0.10, -0.36, -0.04], [0.93, 0.22, 0.15], [0.16, 0.11, -0.75], [-0.28, 0.49, 0.86], [-3.38, -0.77, 2.05], [-0.26, -0.38, 0.45], [0.26, 1.36, 0.81], [-0.20, -0.19, 0.51], [0.04, -0.33, 0.06], [-1.76, 0.60, -1.04], [0.51, -0.07, 0.82], [0.69, 0.27, -1.41]], "lowdin_charge": [-0.166, 0.001, -0.057, 0.009, -0.046, -0.199, 0.150, 0.105, 0.171, 0.190, 0.153, 0.130, 0.128, 0.055, 0.163, 0.162, 0.061, 0.155, 0.178, 0.143, 0.143, 0.094, 0.121, 0.155]}